Arrangement A

{
  "formula": "C5H14",
  "method": "ωB97M-V/def2-TZVPD",
  "symbols": ["C", "C", "C", "H", "H", "H", "H", "H", "H", "H", "H", "C", "C", "H", "H", "H", "H", "H", "H"],
  "xyz": [[-0.48426, 1.83072, -1.39720], [0.92732, 1.76953, -0.83926], [-1.45961, 1.20297, -0.39212], [-0.74589, 2.86876, -1.59836], [-0.58877, 1.22079, -2.30718], [1.07025, 0.90036, -0.18360], [-1.59861, 0.12871, -0.42584], [-1.24920, 1.52787, 0.63355], [1.10160, 2.57881, -0.10681], [1.80079, 1.85930, -1.48418], [-2.46142, 1.61846, -0.58593], [1.06160, -2.42730, 1.50711], [-0.09073, -1.98192, 0.59563], [1.26978, -1.59874, 2.18511], [1.99215, -2.65758, 0.98245], [0.79467, -3.21397, 2.21139], [-0.01026, -2.08606, -0.48041], [-0.36131, -0.95902, 0.82085], [-0.96809, -2.58170, 0.86481]],
  "gap_ev": 12.43,
  "homo_energy_ev": -11.291
}


Arrangement B

{
  "formula": "C5H14",
  "method": "ωB97M-V/def2-TZVPD",
  "symbols": ["C", "C", "H", "H", "H", "H", "H", "H", "C", "C", "C", "H", "H", "H", "H", "H", "H", "H", "H"],
  "xyz": [[-0.27705, -2.66326, -0.49517], [1.14373, -2.36326, -0.95871], [-0.29848, -3.66567, -0.06075], [-0.69592, -2.00612, 0.25928], [-0.97196, -2.60442, -1.33373], [1.06433, -1.66391, -1.80470], [1.76127, -3.19099, -1.29810], [1.73780, -1.78168, -0.25180], [0.05502, 2.06651, 0.13777], [-0.88798, 0.87612, -0.12402], [0.01511, 2.54042, 1.59579], [1.07516, 1.85477, -0.20467], [-0.27468, 2.80625, -0.59601], [-1.87240, 1.24578, 0.16951], [-0.65736, -0.05409, 0.38321], [-0.91677, 3.09241, 1.74796], [0.02712, 1.68821, 2.26643], [-0.84969, 0.56746, -1.17321], [0.82275, 3.25547, 1.74092]],
  "gap_ev": 12.41,
  "homo_energy_ev": -11.282
}


Arrangement C

{
  "formula": "C5H14",
  "method": "ωB97M-V/def2-TZVPD",
  "symbols": ["C", "C", "C", "H", "H", "H", "H", "H", "H", "H", "H", "C", "C", "H", "H", "H", "H", "H", "H"],
  "xyz": [[1.68984, 0.59471, 0.68299], [0.95368, 1.73995, 0.03741], [1.08851, 0.20363, 2.11993], [1.57666, -0.31279, -0.04737], [2.80630, 0.77130, 0.78416], [-0.07131, 1.91177, 0.60905], [0.24547, 0.83646, 2.22525], [0.86340, -0.82465, 2.23637], [1.97043, 0.49126, 2.86531], [1.41933, 2.62568, 0.36089], [0.65626, 1.53963, -0.90680], [-1.39731, -1.44581, -2.07242], [-1.83874, -0.97316, -0.69828], [-1.32083, -2.59393, -2.09504], [-2.12184, -1.09154, -2.77617], [-0.38179, -1.02424, -2.28335], [-2.82594, -1.48539, -0.26294], [-2.29007, 0.10118, -0.80811], [-1.02205, -1.06407, 0.02913]],
  "gap_ev": 12.10,
  "homo_energy_ev": -10.981
}


Arrangement D

{
  "formula": "C5H14",
  "method": "ωB97M-V/def2-TZVPD",
  "symbols": ["C", "C", "H", "H", "H", "H", "H", "H", "C", "C", "C", "H", "H", "H", "H", "H", "H", "H", "H"],
  "xyz": [[-1.19083, -0.51610, 1.57658], [-1.29722, -0.64534, 3.08727], [-0.95759, -1.54179, 1.15138], [-2.11386, -0.28850, 1.04640], [-0.29793, 0.13602, 1.45850], [-1.57696, -1.66396, 3.35751], [-0.30163, -0.58988, 3.65880], [-1.90779, 0.04755, 3.63770], [0.90117, 0.35457, -2.35661], [1.23713, 1.72564, -1.76108], [0.48662, -0.61782, -1.24020], [0.11189, 0.37096, -3.13161], [1.80226, 0.00129, -2.87578], [1.94858, 1.62603, -0.91342], [1.12841, -0.98747, -0.47706], [0.38800, 2.09407, -1.19738], [1.76588, 2.38224, -2.44841], [-0.46274, -0.25943, -0.84490], [0.33658, -1.62807, -1.72770]],
  "gap_ev": 12.20,
  "homo_energy_ev": -11.143
}


Most stable structure, least stable structure: arrangement B, arrangement C.


Arrangement A

{
  "formula": "C5H14",
  "method": "ωB97M-V/def2-TZVPD",
  "symbols": ["C", "C", "H", "H", "H", "H", "H", "H", "C", "C", "C", "H", "H", "H", "H", "H", "H", "H", "H"],
  "xyz": [[-2.62537, -0.99142, -1.32088], [-2.86556, -0.94301, 0.21354], [-3.32812, -0.37078, -1.87421], [-1.68736, -0.49517, -1.59932], [-2.65842, -2.02641, -1.63450], [-3.73987, -0.34950, 0.47002], [-1.97033, -0.59815, 0.69339], [-3.03003, -1.95797, 0.57197], [2.18302, 0.43707, 0.83643], [1.77771, 1.90782, 0.76424], [1.79824, -0.36494, -0.42433], [3.25058, 0.29211, 1.01195], [1.68807, -0.03398, 1.69309], [1.84804, 2.32925, -0.23062], [2.26018, 2.52181, 1.52778], [0.77438, -0.75017, -0.31690], [1.79882, 0.20277, -1.35850], [0.71238, 1.96599, 1.04359], [2.45208, -1.23621, -0.50773]],
  "gap_ev": 12.34,
  "homo_energy_ev": -11.239
}


Arrangement B

{
  "formula": "C5H14",
  "method": "ωB97M-V/def2-TZVPD",
  "symbols": ["C", "C", "H", "H", "H", "H", "H", "H", "C", "C", "C", "H", "H", "H", "H", "H", "H", "H", "H"],
  "xyz": [[2.59686, 0.12871, -0.64256], [2.94790, -1.30273, -0.17490], [2.76234, 0.83855, 0.16831], [3.31153, 0.42857, -1.41355], [1.58843, 0.22414, -1.02859], [3.86422, -1.27371, 0.41275], [2.10891, -1.68667, 0.39900], [3.17669, -1.94328, -1.02534], [-1.70522, -0.01179, 0.26404], [-2.30496, 0.55834, -1.00881], [-2.06751, 0.68154, 1.57456], [-1.98760, -1.06696, 0.33916], [-0.61355, -0.06020, 0.23503], [-1.85760, 1.52657, -1.24644], [-3.13303, 0.72552, 1.80538], [-3.38223, 0.60909, -0.90785], [-2.03717, -0.07693, -1.85628], [-1.67519, 0.05056, 2.38361], [-1.59281, 1.65067, 1.72249]],
  "gap_ev": 12.46,
  "homo_energy_ev": -11.399
}


Most stable structure, least stable structure: arrangement B, arrangement A.


Arrangement A

{
  "formula": "C5H14",
  "method": "ωB97M-V/def2-TZVPD",
  "symbols": ["C", "C", "C", "H", "H", "H", "H", "H", "H", "H", "H", "C", "C", "H", "H", "H", "H", "H", "H"],
  "xyz": [[-0.89881, 1.07880, -1.02854], [-0.94356, 2.16715, -2.07746], [0.31519, 1.11310, -0.11547], [-1.81558, 1.24782, -0.39822], [-0.96785, 0.04207, -1.53627], [-1.66712, 2.89687, -1.99011], [0.58932, 2.05392, 0.50963], [-1.11423, 1.58492, -2.95211], [0.03311, 2.67711, -2.18827], [0.23319, 0.35236, 0.72742], [1.25435, 0.80717, -0.83386], [-0.12982, -2.05882, 1.59073], [1.37892, -2.05247, 1.33114], [-0.45441, -2.14490, 2.57348], [-0.44286, -1.10958, 1.22632], [-0.59820, -2.83873, 1.08256], [1.92801, -2.27729, 2.34301], [1.62829, -2.52407, 0.40731], [1.67205, -1.01543, 1.32870]],
  "gap_ev": 12.16,
  "homo_energy_ev": -10.994
}


Arrangement B

{
  "formula": "C5H14",
  "method": "ωB97M-V/def2-TZVPD",
  "symbols": ["C", "C", "H", "H", "H", "H", "H", "H", "C", "C", "C", "H", "H", "H", "H", "H", "H", "H", "H"],
  "xyz": [[1.02863, 0.79529, 3.02087], [-0.47398, 1.00603, 2.95567], [1.47621, 1.04314, 2.06326], [1.43030, 1.45443, 3.78733], [1.35017, -0.13316, 3.42882], [-0.75501, 1.72925, 2.19200], [-1.08488, 0.11965, 2.76679], [-0.95208, 1.45837, 3.82762], [-0.58754, -0.99039, -1.82199], [0.60081, -1.63788, -2.53183], [-0.71257, 0.50942, -2.14342], [-1.48577, -1.53156, -2.12540], [-0.47780, -1.12031, -0.74547], [0.66697, -2.67919, -2.21376], [-0.85855, 1.14108, -1.26657], [0.22902, 0.89127, -2.51243], [-1.44707, 0.62504, -2.93302], [0.52899, -1.48363, -3.60313], [1.52414, -1.19683, -2.14536]],
  "gap_ev": 12.51,
  "homo_energy_ev": -11.480
}


Arrangement C

{
  "formula": "C5H14",
  "method": "ωB97M-V/def2-TZVPD",
  "symbols": ["C", "C", "C", "H", "H", "H", "H", "H", "H", "H", "H", "C", "C", "H", "H", "H", "H", "H", "H"],
  "xyz": [[0.19877, -0.05710, -1.43243], [-0.04324, 1.48635, -1.50278], [-0.24846, -0.77963, -2.75811], [-0.37971, -0.44834, -0.59679], [1.21361, -0.33154, -1.14582], [-0.67626, 1.75804, -0.65906], [0.87122, 2.06953, -1.41527], [0.62068, -1.25123, -3.22090], [-0.55431, 1.70111, -2.43357], [-0.44361, 0.00552, -3.47855], [-0.99004, -1.51789, -2.50190], [0.11530, 0.34192, 2.33488], [0.00267, -0.96673, 3.17757], [1.15853, 0.42782, 2.08295], [-0.59238, 0.36868, 1.50145], [-0.36823, 1.14399, 2.89589], [-0.57829, -0.74288, 4.06626], [0.97976, -1.39293, 3.39427], [-0.47384, -1.77717, 2.62044]],
  "gap_ev": 12.33,
  "homo_energy_ev": -11.190
}


Arrangement D

{
  "formula": "C5H14",
  "method": "ωB97M-V/def2-TZVPD",
  "symbols": ["C", "C", "C", "H", "H", "H", "H", "H", "H", "H", "H", "C", "C", "H", "H", "H", "H", "H", "H"],
  "xyz": [[-1.72254, -2.05506, -0.27373], [-0.57267, -1.02907, -0.52252], [-2.73530, -1.25790, 0.43354], [-2.10873, -2.49572, -1.17692], [-1.29213, -2.85360, 0.38842], [0.16047, -0.87465, 0.24261], [-2.43213, -0.99588, 1.46831], [-2.88104, -0.34904, -0.20567], [-0.72079, 0.09089, -0.75708], [0.06287, -1.44070, -1.24793], [-3.71778, -1.85057, 0.61908], [2.85442, 1.67855, 0.53490], [1.60190, 2.03852, -0.18800], [3.35926, 2.59711, 1.00915], [2.70007, 0.89796, 1.30938], [3.66943, 1.34718, -0.16531], [1.65021, 2.97904, -0.91912], [1.46741, 1.29737, -0.94831], [0.65705, 2.27557, 0.39921]],
  "gap_ev": 12.20,
  "homo_energy_ev": -11.120
}


Most stable structure, least stable structure: arrangement B, arrangement A.